{"formula": "C7H14N", "method": "ωB97M-V/def2-TZVPD", "fmax_ha_per_bohr": 0.09371, "orbital_gap_ha": [0.28746, 0.20984], "multiplicity": 2, "relative_energy_ev": 7.277, "charge": 2, "symbols": ["C", "C", "C", "C", "C", "C", "C", "N", "H", "H", "H", "H", "H", "H", "H", "H", "H", "H", "H", "H", "H", "H"], "coordinates": [[-2.81378, -0.71126, 0.29831], [-2.48733, 0.58185, 0.86677], [-1.05194, 0.32826, 1.49765], [4.38805, 0.40787, -0.75527], [3.10998, 0.80113, -1.12374], [1.97034, 0.09067, -0.55409], [0.63396, 0.27217, -0.68803], [-1.89638, -1.32439, -0.64377], [-3.88934, -0.71095, -0.11207], [-2.90383, -1.56870, 1.09513], [-2.45218, 1.14886, -0.12340], [-3.18951, 1.07859, 1.55288], [-0.70146, 0.94649, 2.29418], [-1.04622, -0.66522, 1.96623], [5.31038, 0.69638, -1.20987], [4.50384, -0.22541, 0.16050], [2.86467, 1.56566, -1.77643], [2.38686, -0.69591, 0.11527], [0.25747, 0.72284, -1.57949], [-2.00229, -2.27902, -0.92908], [-0.89803, -0.93819, -0.74502], [-0.09326, 0.47828, 0.39333]], "forces_ev_per_angstrom": [[-2.834, -3.895, -0.129], [3.347, 1.289, -1.627], [-2.527, -0.126, 0.957], [-1.500, -0.477, 1.401], [-0.440, -2.016, 1.141], [2.978, -0.985, 1.051], [0.140, 1.734, 0.977], [1.043, 2.116, 1.385], [1.254, -0.393, 0.129], [-0.045, 0.915, -0.905], [0.256, 0.557, 1.613], [0.118, -0.561, -0.265], [0.532, 1.259, -0.075], [0.478, -0.175, -0.732], [0.261, 0.527, -0.478], [-0.118, 0.279, -1.083], [0.109, 1.453, -1.478], [-0.850, 0.484, 0.079], [-0.623, 0.294, -0.635], [-0.507, -0.671, -0.377], [-1.903, -0.667, 0.050], [0.832, -0.941, -0.999]], "lowdin_spin": [0.13, -0.05, -0.48, 0.19, 0.08, 0.05, 0.26, 0.71, 0.05, 0.07, -0.01, -0.02, -0.02, -0.02, 0.01, 0.01, 0.00, 0.01, 0.02, 0.02, 0.03, -0.06]}

=====

{"formula": "C7H14N2", "method": "ωB97M-V/def2-TZVPD", "fmax_ha_per_bohr": 0.04773, "orbital_gap_ha": 0.35129, "multiplicity": 1, "relative_energy_ev": 0.730, "charge": 0, "symbols": ["C", "C", "C", "C", "N", "C", "N", "H", "H", "H", "H", "H", "H", "H", "H", "C", "C", "H", "H", "H", "H", "H", "H"], "coordinates": [[-0.80499, 0.79139, 1.90080], [0.65097, 1.28168, 2.05381], [1.51172, 0.81521, 0.93408], [2.77517, 0.29895, 0.95581], [3.16880, 0.16649, -0.38046], [2.20565, 0.85482, -1.09700], [1.19274, 1.18236, -0.37592], [-0.83750, -0.07263, 1.24708], [-1.41323, 1.54621, 1.40568], [-1.23823, 0.66713, 2.89542], [0.68620, 2.38253, 2.17234], [1.05972, 1.10993, 3.05166], [3.51707, 0.01019, 1.68101], [3.90979, -0.44252, -0.66095], [2.33634, 0.94045, -2.16379], [-2.40208, -2.05847, -1.22104], [-2.24168, -0.83968, -2.18111], [-2.31898, -2.98739, -1.77304], [-1.69111, -2.05853, -0.40087], [-3.40449, -1.98112, -0.80809], [-2.08877, -1.19441, -3.19916], [-1.42972, -0.18881, -1.87265], [-3.14339, -0.22376, -2.16359]], "forces_ev_per_angstrom": [[0.305, 0.944, 0.255], [-0.335, 0.872, 0.629], [1.026, 1.235, 0.148], [0.113, -1.073, -0.973], [-0.981, 1.660, 1.116], [1.073, -2.084, -0.727], [-0.301, 0.347, 0.696], [-0.147, -0.438, 0.382], [0.047, 0.100, -0.110], [-0.124, -0.516, -0.245], [-0.272, -0.160, -0.943], [0.163, -1.189, -0.156], [-0.520, -0.145, 0.483], [0.276, 0.264, -0.489], [-0.354, 0.160, -0.090], [-0.368, 0.894, -0.498], [-0.111, -0.430, 0.466], [0.019, -0.210, 0.072], [0.108, 0.009, 0.016], [-0.025, -0.401, 0.265], [0.121, 0.242, -0.043], [0.242, 0.001, -0.142], [0.045, -0.083, -0.113]], "nbo_charge": [-0.61, -0.43, 0.08, -0.10, -0.55, 0.19, -0.46, 0.21, 0.21, 0.21, 0.21, 0.21, 0.21, 0.42, 0.19, -0.61, -0.62, 0.20, 0.20, 0.20, 0.20, 0.22, 0.20]}

=====

{"formula": "C7H14N2", "method": "ωB97M-V/def2-TZVPD", "fmax_ha_per_bohr": 0.04373, "orbital_gap_ha": 0.32821, "multiplicity": 1, "relative_energy_ev": 3.649, "charge": 0, "symbols": ["C", "C", "C", "C", "C", "C", "C", "N", "N", "H", "H", "H", "H", "H", "H", "H", "H", "H", "H", "H", "H", "H", "H"], "coordinates": [[-3.83033, 0.58992, -0.10724], [-2.72477, 1.13732, 0.35192], [1.35839, 1.31417, 0.70228], [2.40409, -0.96872, 0.67821], [1.63329, 0.09565, -1.46991], [0.03077, -0.68069, 0.20845], [1.34907, -0.06475, 0.02929], [-1.47966, -2.50740, 0.13077], [-0.65455, -1.61509, -0.00198], [-4.23792, -0.31459, 0.30962], [-4.38521, 1.02553, -0.92503], [-2.17117, 0.70010, 1.16595], [2.30649, 1.81718, 0.51702], [0.55432, 1.93105, 0.30302], [1.22107, 1.21622, 1.77672], [2.44415, -1.93557, 0.18145], [3.38437, -0.50035, 0.61488], [2.16564, -1.13316, 1.72985], [1.58290, -0.86499, -1.97928], [0.90594, 0.76730, -1.92326], [2.62794, 0.51538, -1.61327], [-2.31212, 2.04097, -0.07239], [-2.17271, -2.56545, -0.60709]], "forces_ev_per_angstrom": [[-0.293, -0.014, -0.242], [0.268, 0.099, 0.117], [0.009, -0.091, -0.114], [-0.137, -0.022, 0.077], [-0.088, -0.035, 0.055], [-0.229, -0.419, -0.288], [0.580, 0.340, -0.097], [-1.020, -1.958, 0.428], [0.496, 1.777, 0.325], [-0.038, -0.200, 0.171], [-0.021, 0.079, -0.117], [0.065, -0.099, 0.156], [0.080, 0.025, 0.001], [-0.011, 0.054, 0.016], [-0.037, 0.019, 0.089], [0.012, -0.077, -0.040], [0.082, 0.056, -0.016], [0.049, -0.011, 0.001], [0.015, -0.050, -0.032], [-0.029, 0.025, -0.064], [0.062, 0.042, 0.004], [-0.018, 0.125, -0.077], [0.205, 0.336, -0.351]], "nbo_charge": [-0.39, -0.38, -0.59, -0.59, -0.59, 0.20, -0.13, -0.56, 0.00, 0.19, 0.19, 0.20, 0.21, 0.21, 0.21, 0.22, 0.21, 0.22, 0.21, 0.21, 0.21, 0.19, 0.34]}

=====

{"formula": "C7H14N2", "method": "ωB97M-V/def2-TZVPD", "fmax_ha_per_bohr": 0.08407, "orbital_gap_ha": [0.25337, 0.28440], "multiplicity": 1, "relative_energy_ev": 3.810, "charge": 0, "symbols": ["C", "C", "C", "C", "C", "C", "C", "N", "N", "H", "H", "H", "H", "H", "H", "H", "H", "H", "H", "H", "H", "H", "H"], "coordinates": [[-1.12841, -1.77145, 0.03655], [-1.29748, 0.01373, 1.71304], [0.62830, -1.46168, 1.67158], [1.68249, -0.50631, -1.62031], [-0.59339, 0.36241, -1.91954], [-0.54626, -0.93355, 0.93789], [0.58121, 0.35084, -1.02070], [-1.61063, -2.36134, -0.83414], [0.88265, 1.53691, -0.32504], [-0.86807, 1.07879, 1.64566], [-2.24752, 0.33592, 1.36939], [-1.12605, -0.19332, 2.73075], [1.24159, -0.76528, 2.23683], [1.35174, -1.89752, 0.93128], [0.31829, -2.21007, 2.51795], [2.47345, -0.64653, -0.82618], [2.18338, -0.06323, -2.49067], [1.26712, -1.48015, -1.80871], [-1.60403, 0.35801, -1.45031], [-0.56927, 1.17690, -2.67878], [-0.83371, -0.50442, -2.67159], [1.41171, 1.57122, 0.45926], [0.25568, 2.31662, -0.38676]], "forces_ev_per_angstrom": [[-0.896, -0.715, -1.445], [0.704, 3.567, -0.723], [1.212, -2.101, 0.620], [1.074, 0.262, 2.837], [-2.801, -0.448, -2.353], [2.283, 0.798, -0.284], [-0.216, 0.033, 0.471], [-0.237, -0.498, -0.123], [-2.073, -0.899, -3.686], [0.523, -1.042, -0.084], [-1.514, -0.855, 0.120], [-0.808, -0.301, 1.558], [-0.279, 0.802, -0.125], [-0.689, -0.267, 0.934], [0.527, 0.808, -1.676], [-0.459, 0.082, -0.864], [-0.450, 0.021, 0.066], [-0.094, -0.357, -0.434], [0.800, 0.655, 0.200], [0.153, 0.134, 0.749], [1.513, 0.859, 1.797], [2.154, -0.408, 2.562], [-0.429, -0.131, -0.117]], "nbo_charge": [0.25, -0.63, -0.63, -0.68, -0.73, -0.18, 0.32, -0.40, -0.80, 0.20, 0.23, 0.22, 0.21, 0.22, 0.21, 0.21, 0.23, 0.24, 0.24, 0.23, 0.27, 0.38, 0.39]}

=====

{"formula": "C7H14N2", "method": "ωB97M-V/def2-TZVPD", "fmax_ha_per_bohr": 0.00804, "orbital_gap_ha": 0.30239, "multiplicity": 1, "relative_energy_ev": 3.859, "charge": 0, "symbols": ["C", "C", "C", "C", "C", "N", "C", "C", "N", "H", "H", "H", "H", "H", "H", "H", "H", "H", "H", "H", "H", "H", "H"], "coordinates": [[-1.11851, -0.28759, 0.02862], [-1.45457, -0.20492, -1.43733], [-1.05249, 0.90065, 0.78226], [-1.51314, -1.57642, 0.70830], [1.14649, -0.95477, -0.28958], [1.59983, 1.91203, -0.50517], [1.76530, -0.20180, 0.66627], [1.60939, 1.19784, 0.73939], [1.08352, -1.82444, -1.16428], [1.98904, -2.09816, -1.55072], [2.40615, 1.71528, -1.08282], [1.49620, 2.91023, -0.38948], [2.01316, -0.73200, 1.58123], [2.05652, 1.68837, 1.60544], [-2.54473, -0.24240, -1.56319], [-1.08859, 0.72271, -1.87817], [-1.03154, -1.04464, -1.99035], [0.23460, 1.17409, 0.99316], [-1.36705, 0.84915, 1.82379], [-1.33483, 1.82285, 0.28034], [-1.13913, -2.44578, 0.16539], [-2.60771, -1.65896, 0.74078], [-1.14791, -1.62132, 1.73611]], "forces_ev_per_angstrom": [[0.196, 0.204, 0.156], [0.009, -0.020, 0.014], [-0.168, -0.309, -0.217], [-0.007, 0.017, -0.005], [-0.034, 0.065, 0.015], [-0.089, -0.072, -0.012], [-0.138, 0.157, 0.046], [-0.123, -0.069, 0.006], [-0.076, -0.003, -0.047], [-0.064, 0.081, 0.085], [-0.021, 0.018, 0.065], [0.034, -0.058, 0.006], [-0.033, -0.002, -0.035], [-0.012, -0.037, -0.063], [0.062, -0.005, 0.025], [-0.009, -0.009, 0.029], [-0.002, 0.013, 0.031], [0.316, -0.002, -0.002], [0.051, -0.021, -0.020], [0.037, -0.019, -0.021], [0.013, 0.029, -0.009], [0.063, 0.016, -0.017], [-0.006, 0.025, -0.031]], "nbo_charge": [0.07, -0.66, -0.58, -0.65, 0.39, -0.85, -0.41, -0.16, -0.67, 0.36, 0.37, 0.37, 0.24, 0.19, 0.21, 0.22, 0.23, 0.24, 0.22, 0.22, 0.23, 0.21, 0.21]}

=====

{"formula": "C7H14N2", "method": "ωB97M-V/def2-TZVPD", "fmax_ha_per_bohr": 0.05815, "orbital_gap_ha": 0.29340, "multiplicity": 1, "relative_energy_ev": 1.691, "charge": 0, "symbols": ["C", "C", "C", "N", "C", "C", "N", "C", "C", "H", "H", "H", "H", "H", "H", "H", "H", "H", "H", "H", "H", "H", "H"], "coordinates": [[0.54890, -0.52132, 2.41281], [-0.88120, -0.07340, 2.06186], [-1.48075, -0.82312, 0.90562], [-0.82601, -0.71275, -0.46645], [0.41974, -1.40489, -0.69429], [1.10548, -0.67500, -1.63285], [0.31713, 0.42409, -2.05950], [1.08097, 1.65209, -2.34613], [-0.68131, 0.67505, -1.01992], [0.49314, -1.59473, 2.61349], [0.89174, -0.03467, 3.31798], [1.20731, -0.34621, 1.56081], [-1.57719, -0.24717, 2.89383], [-0.96117, 0.98381, 1.83940], [-2.47321, -0.36801, 0.73574], [-1.62957, -1.90352, 1.03146], [0.55113, -2.37184, -0.20438], [2.08086, -0.90589, -2.05380], [1.81160, 1.40050, -3.10033], [1.56507, 2.12594, -1.46773], [0.36083, 2.34519, -2.78682], [-1.65007, 1.02771, -1.32967], [-0.27343, 1.34814, -0.21114]], "forces_ev_per_angstrom": [[-1.030, -0.067, -0.156], [0.352, -0.503, 0.360], [-0.461, 0.183, -2.644], [-0.129, 0.017, 1.339], [-0.428, 2.148, -1.016], [-0.752, -1.701, 1.703], [0.671, 1.454, 0.224], [-0.786, -0.409, -0.282], [1.075, -2.363, 1.485], [0.294, -0.009, -0.043], [0.281, 0.172, 0.027], [0.138, 0.012, 0.276], [0.272, 0.058, 0.079], [0.259, 0.356, 0.055], [0.104, -0.458, 0.100], [0.139, 0.271, 0.431], [0.311, 0.477, -0.388], [-0.435, 0.174, -0.163], [0.358, 0.151, -0.160], [-0.212, -0.366, -0.189], [0.268, 0.226, 0.036], [-0.200, 0.272, -0.543], [-0.089, -0.096, -0.530]], "nbo_charge": [-0.62, -0.42, -0.21, -0.44, -0.09, -0.12, -0.43, -0.41, -0.04, 0.20, 0.21, 0.22, 0.21, 0.20, 0.19, 0.20, 0.22, 0.22, 0.20, 0.17, 0.20, 0.19, 0.12]}

=====

Question: charge of number 6 (C7H14N2)?
Answer: 0